# 1
2 unconnected molecules or ions with the total composition CH4NS in a non-equilibrium geometry, computed with wB97M-V/def2-TZVPD.

```
7
Properties=species:S:1:pos:R:3:forces:R:3
S -1.21634 2.67714 -1.08507 0.15 0.02 -0.01
H -2.15926 1.94876 -0.47170 -0.06 -0.06 0.04
C 0.65450 -0.55671 0.15149 -0.14 -0.27 0.19
N 0.23249 -1.74859 0.30250 1.29 -0.47 -1.53
H 0.55042 -0.06385 -0.81258 -0.87 0.48 0.34
H 1.12548 0.01710 0.95980 0.56 -0.15 -0.29
H 0.81271 -2.27386 0.95556 -0.93 0.45 1.26
```
Forces are in eV/Å.

Properties
Charge ... -1
Kohn-Sham gap ... 6.59 eV
LUMO level ... 4.129 eV
Energy relative to the best compared isomer or geometry (same formula, charge and spin) ... 17.19 kcal/mol
Molar mass ... 62.1 u
HOMO level ... -2.456 eV

Here is what Mulliken gives for the atomic charges, in e: -0.91, -0.06, -0.17, -0.52, 0.23, 0.22, 0.21

***

# 2
A gas-phase ion, C5H12N2 (charge +1) in a non-equilibrium geometry, computed with wB97M-V/def2-TZVPD.

```
19
Properties=species:S:1:pos:R:3:forces:R:3
C -0.34762 -0.01712 0.57881 1.61 -2.27 -0.08
C 1.06073 0.57423 0.84974 2.56 -0.75 1.88
C 1.60527 1.54734 -0.14565 1.61 2.99 1.91
C 2.00185 2.81366 0.32358 1.08 -3.25 -1.48
N -0.45784 -0.55130 -0.78558 -3.06 -0.81 2.21
C -1.10117 -1.88147 -0.80736 -1.51 -0.32 -2.48
N -2.58879 -1.86995 -0.33922 2.66 2.02 -0.90
H -0.90600 0.83398 0.73837 -1.81 1.86 -0.28
H -0.50585 -0.71139 1.48165 -0.16 0.28 -2.14
H 1.02913 0.93580 1.93822 -0.31 0.32 -1.73
H 1.81987 -0.27780 1.06518 -1.24 0.91 -1.15
H 2.04367 1.25453 -1.11277 -0.86 -0.14 0.34
H 2.79582 3.36038 -0.20871 -0.95 0.01 -0.25
H 1.98934 3.05633 1.36388 -0.88 0.28 0.54
H -0.88059 0.05543 -1.53552 1.17 -0.30 0.93
H -0.70380 -2.58768 -0.17878 1.67 -0.85 2.24
H -0.88879 -2.42718 -1.78707 -0.72 1.43 0.51
H -3.11874 -1.28719 -0.98744 -0.19 -0.40 0.07
H -2.84647 -2.82060 -0.45134 -0.69 -1.01 -0.15
```
Forces are in eV/Å.

Properties
Charge ... +1
⟨S²⟩ ... 0.76
Kohn-Sham gap (alpha / beta) ... 10.79 / 5.09 eV
LUMO level (alpha / beta) ... -3.064 / -8.348 eV
Energy relative to the best compared isomer or geometry (same formula, charge and spin) ... 90.75 kcal/mol
Molar mass ... 100.2 u
HOMO level (alpha / beta) ... -13.858 / -13.437 eV
2S+1 ... 2

Mulliken atomic charge list, values in e, 8 entries: -0.34, -0.66, -0.08, -0.73, 0.04, -0.72, -0.51, 0.24

***

# 3
2 unconnected molecules or ions with the total composition C2H4OP2 in a non-equilibrium geometry, computed with wB97M-V/def2-TZVPD.

```
9
Properties=species:S:1:pos:R:3:forces:R:3
C -1.42258 -1.85480 -0.20314 0.79 1.34 -0.23
C -0.91920 -0.77978 0.04838 -0.22 -0.18 0.44
O 0.01504 1.66176 -1.71738 -1.25 -1.60 1.73
P 1.71119 0.64336 0.74042 -0.10 2.20 0.57
P -0.50101 0.84552 0.60899 0.77 0.63 -3.30
H -1.75403 -2.74043 -0.65867 -0.32 -0.69 0.05
H -0.50741 1.10230 -2.36352 0.63 0.73 1.32
H 1.55996 -0.41017 1.56446 -0.09 -1.60 0.98
H 1.81803 1.53225 1.98045 -0.20 -0.83 -1.55
```
Forces are in eV/Å.

Properties
Kohn-Sham gap (alpha / beta) ... 7.83 / 7.64 eV
LUMO level (alpha / beta) ... -1.720 / -1.685 eV
Energy relative to the best compared isomer or geometry (same formula, charge and spin) ... 77.37 kcal/mol
Molar mass ... 106.0 u
HOMO level (alpha / beta) ... -9.548 / -9.329 eV

Mulliken atomic charge list, values in e, 8 entries: 0.33, -0.64, -0.70, -0.07, 0.21, 0.43, 0.27, 0.08